[1]
{"formula": "C5H7N", "method": "ωB97M-V/def2-TZVPD", "multiplicity": 1, "molar_mass_da": 81.12, "e_tot_ev": -6788.513, "gap_ev": 9.046, "e_lumo_ha": 0.0388, "smiles": "Cc1ccc[nH]1", "fmax_ha_per_bohr": 0.003, "symbols": ["N", "C", "C", "C", "C", "C", "H", "H", "H", "H", "H", "H", "H"], "positions_angstrom": [[-0.356, -1.047, -0.118], [-1.679, -0.697, -0.018], [-1.739, 0.660, 0.158], [1.933, -0.019, -0.085], [0.440, 0.067, -0.009], [-0.399, 1.142, 0.164], [-2.642, 1.244, 0.270], [2.369, 0.978, 0.020], [2.357, -0.646, 0.710], [-0.085, 2.172, 0.282], [-0.018, -1.985, -0.250], [-2.461, -1.441, -0.082], [2.278, -0.427, -1.043]], "forces_ev_per_a": [[0.102, -0.007, -0.006], [-0.076, 0.015, 0.006], [-0.077, -0.048, -0.003], [0.079, 0.023, -0.001], [-0.039, 0.027, 0.004], [0.126, 0.003, -0.005], [0.148, -0.095, -0.020], [-0.106, -0.131, -0.011], [-0.121, 0.081, -0.089], [-0.016, -0.164, -0.020], [-0.030, 0.121, 0.014], [0.119, 0.119, 0.014], [-0.108, 0.056, 0.117]], "mulliken_charge": [-0.044, -0.433, -0.533, -1.112, 0.335, -0.426, 0.372, 0.279, 0.293, 0.388, 0.198, 0.387, 0.294]}

---

[2]
{"formula": "C17H19N3", "method": "ωB97M-V/def2-TZVPD", "multiplicity": 1, "molar_mass_da": 265.36, "e_tot_ev": -22392.376, "gap_ev": 8.697, "e_lumo_ha": 0.0318, "smiles": "Cc1ccc(CNc2ccc3c(c2)nc(C)n3C)cc1", "fmax_ha_per_bohr": 0.342, "symbols": ["N", "N", "N", "C", "C", "C", "C", "C", "C", "C", "C", "C", "C", "C", "C", "C", "C", "C", "C", "C", "H", "H", "H", "H", "H", "H", "H", "H", "H", "H", "H", "H", "H", "H", "H", "H", "H", "H", "H"], "positions_angstrom": [[1.090, -3.430, -1.603], [2.208, 1.370, -0.903], [-1.050, -3.282, -1.939], [-0.143, 4.078, 2.298], [0.666, 2.713, 0.853], [1.550, 2.537, -0.487], [1.524, -1.119, -1.083], [-0.987, 3.230, 4.672], [0.683, 1.656, 1.829], [0.136, -4.063, -1.762], [-0.963, -0.678, -1.892], [-0.433, -1.949, -1.663], [0.101, 1.807, 3.158], [-0.239, -5.584, -2.018], [0.999, -2.150, -1.490], [0.399, 3.940, 1.211], [-2.186, -3.474, -2.460], [-0.394, 2.969, 3.242], [-0.046, 0.383, -1.338], [1.203, 0.362, -1.152], [-2.742, -2.585, -2.343], [0.944, -5.969, -2.082], [-0.462, 3.836, 5.225], [2.360, 3.224, -0.429], [-1.853, -0.408, -1.858], [0.540, 4.831, 0.634], [-2.800, -4.023, -1.959], [-1.318, 2.386, 5.072], [-0.829, -5.994, -1.391], [-2.324, -4.009, -3.487], [2.820, -1.206, -0.972], [0.960, 2.914, -1.304], [1.002, 0.768, 1.400], [-0.641, 1.463, -1.383], [-1.712, 3.855, 4.695], [-0.131, 1.078, 3.518], [-0.359, 5.171, 2.617], [2.802, 1.056, -0.419], [-0.375, -5.702, -3.009]], "forces_ev_per_a": [[12.826, -1.609, 2.104], [-13.381, 2.389, -8.797], [11.264, 4.862, 4.782], [-5.353, 2.756, 11.823], [4.844, -7.781, -1.389], [-0.726, 2.025, 1.266], [12.933, 9.100, 2.222], [2.163, -1.810, -5.901], [-1.060, 2.643, -1.435], [-12.241, -6.615, -3.076], [10.183, -2.566, 3.566], [-3.651, 0.476, -3.329], [6.913, 8.995, -13.456], [10.996, 4.278, -1.722], [-9.545, -2.057, -1.611], [2.092, 2.856, -6.929], [-5.095, -0.074, -6.639], [-2.371, 7.791, 3.885], [-9.461, 4.526, -3.486], [5.511, -5.045, 1.335], [-0.778, 1.516, -1.068], [-3.086, 0.008, 1.063], [4.485, 2.168, 3.402], [0.466, 1.212, 0.510], [-8.173, 1.946, -0.437], [0.387, 0.087, -0.839], [-3.590, -4.243, 3.809], [-0.856, -3.640, 2.065], [-3.925, -2.899, 4.300], [0.813, 1.506, 0.807], [-3.400, -0.027, 0.086], [-0.398, 0.072, -0.445], [0.636, -1.952, -0.129], [1.572, -2.594, 0.235], [-6.068, 3.798, -0.950], [-4.138, -14.432, 8.726], [-0.096, -2.082, -0.008], [10.959, -5.377, 8.932], [-1.653, -0.206, -3.271]], "mulliken_charge": [-0.573, -0.239, -0.002, -0.212, 1.117, -1.532, -0.042, -2.134, -0.331, 0.376, -1.745, 1.003, -1.521, -1.527, -0.207, -0.886, -0.987, 0.970, 0.340, 0.443, 0.319, 0.281, 0.513, 0.625, 0.543, 0.459, 0.499, 0.448, 0.480, 0.295, -0.016, 0.490, 0.444, 0.025, 0.687, 0.692, 0.198, 0.223, 0.485]}

---

[3]
{"formula": "C37H28Cl5NO3P2PdS", "method": "ωB97M-V/def2-TZVPD", "multiplicity": 1, "molar_mass_da": 912.34, "e_tot_ev": -141963.912, "gap_ev": 6.795, "e_lumo_ha": 0.1304, "fmax_ha_per_bohr": 0.031, "total_charge": -2, "symbols": ["Pd", "Cl", "Cl", "Cl", "Cl", "Cl", "S", "P", "P", "O", "O", "O", "N", "C", "C", "C", "C", "C", "C", "C", "C", "C", "C", "C", "C", "C", "C", "C", "C", "C", "C", "C", "C", "C", "C", "C", "C", "C", "C", "C", "C", "C", "C", "C", "C", "C", "C", "C", "C", "C", "H", "H", "H", "H", "H", "H", "H", "H", "H", "H", "H", "H", "H", "H", "H", "H", "H", "H", "H", "H", "H", "H", "H", "H", "H", "H", "H", "H"], "positions_angstrom": [[-2.151, 1.100, -0.902], [-0.215, 4.763, -2.907], [-4.141, 6.488, 0.372], [-4.603, 3.572, 1.437], [-1.980, 7.069, -1.750], [-4.065, -0.228, -0.257], [-0.869, -2.684, -7.765], [0.327, 0.797, 0.294], [1.761, 1.546, 2.906], [0.292, -3.576, -7.790], [-2.146, -3.387, -7.912], [-0.737, -1.513, -8.631], [-1.852, -0.770, -2.194], [3.225, 0.921, 3.836], [-1.679, 3.127, -1.282], [-3.179, 5.191, -0.232], [4.275, 0.590, 5.986], [5.469, 0.053, 3.983], [-0.975, -2.027, -6.083], [1.892, 0.561, 1.347], [3.197, 1.004, 5.228], [0.632, 0.878, -2.442], [-1.428, 4.404, -1.714], [-2.456, -1.486, 2.185], [-1.991, -0.451, -4.598], [-2.207, 5.448, -1.189], [-0.713, -2.297, -3.724], [2.097, -0.706, -1.413], [2.120, -0.421, -3.800], [-0.454, -2.726, -5.017], [-0.974, -3.059, 1.156], [-3.401, 3.886, 0.229], [1.089, 0.247, -1.288], [-2.630, 2.903, -0.326], [-0.734, 1.123, 4.054], [-0.208, -2.019, 0.659], [-1.502, -1.172, -3.510], [4.387, 0.467, 3.224], [0.494, 0.539, 3.772], [-1.729, -0.888, -5.884], [-0.570, -0.698, 0.903], [-1.496, -0.923, 5.038], [2.595, -1.044, -2.659], [5.412, 0.102, 5.364], [-1.727, 0.394, 4.684], [-0.274, -1.512, 4.759], [1.142, 0.552, -3.685], [0.718, -0.785, 4.131], [-1.718, -0.445, 1.653], [-2.090, -2.795, 1.930], [-2.271, -1.500, 5.520], [-0.096, -2.545, 5.020], [-0.915, 2.145, 3.753], [-2.090, -0.373, -6.762], [-2.881, -0.770, -2.095], [-3.342, -1.276, 2.763], [2.510, -0.693, -4.770], [-2.694, -3.608, 2.306], [2.311, 1.388, 5.715], [4.452, 0.429, 2.147], [-2.690, 0.845, 4.872], [-0.138, 1.642, -2.357], [6.254, -0.230, 5.955], [-1.482, -1.437, -1.512], [-0.702, -4.082, 0.935], [4.231, 0.643, 7.066], [1.673, -1.248, 3.920], [3.368, -1.799, -2.736], [-2.025, 0.587, 1.806], [0.142, -3.604, -5.223], [2.502, -1.201, -0.542], [0.766, 1.048, -4.568], [-2.592, 0.430, -4.396], [0.649, -2.245, 0.041], [-0.332, -2.849, -2.872], [2.091, -0.491, 1.573], [6.359, -0.314, 3.491], [2.714, 0.995, 0.769]], "forces_ev_per_a": [[-1.001, 1.099, -0.620], [0.191, -0.063, -0.191], [-0.161, 0.208, 0.162], [-0.104, -0.127, 0.116], [0.074, 0.154, -0.059], [-0.442, -0.026, 0.032], [-0.058, -0.219, -0.242], [0.934, -0.407, 0.486], [0.029, -0.355, -0.174], [-0.180, 0.263, 0.214], [0.296, 0.186, 0.003], [-0.027, -0.170, 0.268], [-0.492, -0.239, 0.497], [-0.047, 0.283, -0.063], [-0.814, -0.112, 0.691], [-0.002, 0.021, -0.004], [-0.030, 0.010, 0.126], [0.168, -0.068, 0.048], [0.090, -0.348, -0.814], [-0.119, 0.391, 0.174], [0.008, 0.003, -0.040], [0.081, 0.322, -0.027], [-0.138, -0.430, 0.148], [0.002, -0.184, -0.066], [-0.016, -0.041, 0.222], [0.059, 0.014, -0.018], [-0.181, 0.150, 0.086], [-0.063, -0.061, 0.001], [0.049, 0.054, -0.072], [0.129, 0.000, 0.107], [0.163, -0.185, -0.055], [0.247, -0.325, -0.075], [-0.176, 0.147, -0.046], [0.639, 0.279, -0.723], [0.191, 0.038, 0.107], [0.004, -0.018, -0.069], [0.149, -0.071, -0.335], [-0.159, 0.021, -0.063], [0.060, 0.344, 0.027], [-0.029, 0.209, 0.121], [-0.161, 0.220, 0.017], [-0.040, 0.124, 0.157], [0.205, -0.091, -0.002], [0.169, -0.036, 0.013], [-0.106, -0.027, 0.241], [0.103, -0.139, 0.051], [0.156, 0.012, -0.134], [-0.079, -0.033, -0.015], [0.319, 0.079, 0.061], [-0.179, 0.126, 0.081], [-0.106, -0.051, 0.031], [-0.008, -0.088, 0.015], [-0.032, 0.123, -0.021], [-0.131, 0.134, 0.025], [0.511, -0.355, 0.051], [-0.125, 0.052, 0.001], [-0.013, -0.041, -0.095], [-0.050, -0.100, 0.054], [-0.086, -0.009, 0.070], [-0.025, -0.054, -0.103], [-0.099, 0.060, 0.034], [0.240, -0.191, -0.080], [0.073, -0.029, 0.045], [-0.294, 0.186, -0.218], [0.044, -0.067, -0.035], [-0.019, 0.015, 0.063], [0.063, -0.051, -0.035], [0.029, -0.053, -0.021], [-0.022, -0.289, -0.018], [0.032, -0.088, 0.055], [0.046, -0.025, 0.125], [-0.046, 0.026, -0.070], [0.028, 0.040, -0.093], [0.128, -0.010, -0.052], [0.047, -0.012, 0.058], [0.087, 0.032, -0.087], [0.062, -0.019, -0.040], [-0.042, -0.117, -0.010]], "mulliken_charge": [-0.499, -0.250, -0.237, -0.234, -0.225, -0.555, 1.290, 0.210, -0.317, -0.729, -0.701, -0.721, 0.024, 0.530, -0.209, 0.483, -0.570, -0.560, 0.065, -1.274, -0.423, 0.418, 0.341, -0.727, -0.402, -0.005, -0.068, -0.136, -0.661, -0.967, -0.588, -0.289, 0.526, 0.475, -0.492, -0.724, 0.194, -0.309, 0.349, -0.813, 1.116, -0.405, -0.805, -0.455, -0.440, -0.727, -0.457, 0.004, -0.372, -0.892, 0.379, 0.382, 0.420, 0.415, 0.520, 0.646, 0.411, 0.367, 0.348, 0.350, 0.394, -0.657, 0.351, -0.252, 0.414, 0.372, 0.416, 0.399, 0.431, 0.463, 0.300, 0.498, 0.399, 0.326, 0.379, 0.592, 0.380, 0.768]}

---

Energy relative to the best compared isomer or geometry (same formula, charge and spin) for the records above, in order: 0.0; 339.3; 7.3 kcal per mole